Record 1
Here is a structure of composition C30H59BaN11O6P2S6 from OMol25. Energies are from ωB97M-V/def2-TZVPD.

```
115
Properties=species:S:1:pos:R:3:lowdin_charge:R:1
Ba 0.02 -0.55 -0.01 1.222
C -0.29 -0.01 4.92 -0.288
P -1.01 -0.27 3.23 0.769
C -1.69 -1.95 3.53 -0.308
C -2.55 0.74 3.43 -0.426
C -3.62 0.32 2.41 -0.414
P -2.93 0.09 0.71 0.709
C -3.38 1.69 -0.08 -0.306
C -4.24 -0.99 0.00 -0.297
H -1.00 -0.33 5.68 0.037
H -0.04 1.04 5.07 0.025
H 0.61 -0.61 5.02 0.032
H -2.40 -1.96 4.36 0.049
H -0.86 -2.62 3.75 0.035
H -2.17 -2.32 2.62 -0.047
H -2.28 1.79 3.30 0.066
H -2.93 0.61 4.45 0.079
H -4.42 1.06 2.36 0.081
H -4.06 -0.63 2.71 0.075
H -4.45 1.88 0.00 0.044
H -3.08 1.66 -1.13 -0.015
H -2.82 2.50 0.40 0.020
H -5.23 -0.59 0.22 0.043
H -4.13 -1.99 0.41 -0.002
H -4.09 -1.04 -1.08 0.032
S 2.17 -2.28 1.24 -0.284
S 1.58 -4.09 0.50 -0.209
S -0.30 -4.60 1.21 -0.180
S -1.74 -3.52 0.29 -0.135
N 1.73 1.49 0.63 -0.075
C 1.14 2.85 0.62 -0.315
C 2.12 4.04 0.72 -0.126
C 2.83 4.28 2.07 -0.154
C 4.10 3.43 2.30 -0.179
N 4.38 3.06 3.69 0.030
C 3.94 1.89 4.25 -0.561
N 4.25 1.74 5.58 0.135
N 3.29 1.02 3.55 0.120
C 0.07 3.03 1.69 -0.518
O 0.29 2.53 2.90 0.060
O -0.92 3.69 1.48 0.105
H 2.19 1.29 1.52 0.033
H 2.44 1.43 -0.09 0.064
H 0.62 2.97 -0.33 0.044
H 1.52 4.92 0.49 0.124
H 2.87 3.94 -0.07 0.122
H 2.13 4.14 2.89 0.105
H 3.13 5.33 2.10 0.108
H 4.97 4.00 1.96 0.116
H 4.08 2.50 1.74 0.098
H 4.62 3.80 4.32 0.132
H 4.98 2.30 5.98 0.092
H 4.12 0.83 5.98 0.099
H 1.18 2.09 3.01 0.092
H 3.19 0.12 4.01 0.050
C 1.58 -3.87 -8.19 -0.116
C 0.76 -3.13 -7.14 -0.280
S 1.69 -1.74 -6.45 0.643
O 0.80 -1.00 -5.58 -0.305
O 2.34 -1.04 -7.52 -0.306
C 2.96 -2.53 -5.43 -0.184
C 3.93 -1.49 -4.86 -0.122
N 3.29 -0.62 -3.87 0.056
C 2.79 -1.05 -2.69 -0.320
N 2.10 -0.11 -2.07 0.040
C 2.12 0.98 -2.88 -0.043
C 2.89 0.70 -3.99 -0.155
N 3.29 1.59 -4.99 -0.332
O 2.70 2.67 -5.06 0.055
O 4.24 1.33 -5.70 0.089
C 2.99 -2.42 -2.15 -0.035
H 0.94 -4.53 -8.78 0.079
H 2.36 -4.48 -7.73 0.072
H 2.05 -3.16 -8.87 0.075
H 0.46 -3.75 -6.30 0.088
H -0.12 -2.66 -7.58 0.107
H 3.50 -3.22 -6.09 0.107
H 2.43 -3.08 -4.65 0.088
H 4.32 -0.87 -5.65 0.109
H 4.76 -2.00 -4.38 0.132
H 1.63 1.91 -2.62 0.065
H 3.85 -2.92 -2.60 0.088
H 2.09 -3.02 -2.29 0.053
H 3.13 -2.34 -1.07 -0.017
N -0.54 -1.54 -2.22 -0.064
C -0.92 -2.55 -2.66 -0.330
N -1.30 -3.66 -3.24 -0.075
C -2.74 -3.93 -3.46 -0.134
C -3.14 -5.21 -2.75 -0.183
C -2.39 -6.41 -3.36 -0.181
C -0.99 -6.00 -3.87 -0.174
C -0.43 -4.83 -3.07 -0.147
H -2.92 -4.01 -4.54 0.120
H -3.31 -3.08 -3.08 0.120
H -4.22 -5.36 -2.82 0.114
H -2.88 -5.10 -1.70 0.051
H -2.96 -6.84 -4.19 0.105
H -2.29 -7.19 -2.60 0.111
H -1.05 -5.69 -4.92 0.102
H -0.30 -6.83 -3.81 0.114
H 0.57 -4.57 -3.43 0.108
H -0.35 -5.09 -2.01 0.105
C -3.55 4.34 -3.53 -0.035
N -2.44 3.99 -4.38 -0.130
C -2.37 4.17 -5.75 -0.058
C -1.18 3.70 -6.16 -0.071
N -0.53 3.23 -5.04 0.084
C -1.29 3.40 -3.94 -0.770
S -0.92 3.00 -2.36 0.675
H -3.82 5.39 -3.67 0.095
H -3.25 4.19 -2.50 0.047
H -4.42 3.71 -3.75 0.097
H -3.18 4.63 -6.30 0.120
H -0.74 3.66 -7.14 0.118
H 0.42 2.86 -5.02 0.124
```

Calculated values
- Calculated total energy: -145028.65061 eV
- Frontier orbital gap: 5.116 eV
- Relative energy (zero: lowest compared OMol25 entry of this formula, charge and spin): 253.1 kJ/mol
- HOMO: -5.60 eV

---

Record 2
Here is a structure of composition C30H29N2O from OMol25. Energies are from ωB97M-V/def2-TZVPD.

```
62
Properties=species:S:1:pos:R:3:lowdin_charge:R:1
C 1.72 2.60 5.22 -0.069
C 1.35 3.65 4.38 -0.076
C 0.19 3.58 3.62 -0.047
C -0.57 2.40 3.63 -0.200
C -1.75 2.25 2.66 -0.078
N -1.55 1.07 1.81 -0.039
C -2.43 -0.08 1.77 -0.097
C -1.85 -0.93 0.64 -0.137
N -0.76 -0.15 0.09 0.042
C -0.64 1.01 0.78 -0.167
C 0.29 2.14 0.54 -0.157
C -0.23 3.39 0.15 -0.046
C 0.63 4.48 0.08 -0.067
C 1.98 4.35 0.36 -0.062
C 2.51 3.08 0.58 -0.058
C 1.68 1.96 0.66 -0.012
C -0.21 1.34 4.48 -0.034
C 0.94 1.44 5.25 -0.072
H 2.65 2.66 5.79 0.110
H 1.96 4.54 4.34 0.104
H -0.10 4.42 3.00 0.110
H -2.65 2.03 3.24 0.138
H -1.83 3.16 2.03 0.119
H -2.39 -0.67 2.71 0.132
H -3.48 0.25 1.53 0.142
H -1.47 -1.91 0.98 0.130
H -2.61 -1.10 -0.14 0.130
H -1.29 3.47 -0.16 0.132
H 0.22 5.46 -0.18 0.119
H 2.64 5.21 0.29 0.116
H 3.59 2.95 0.70 0.116
H 2.09 0.95 0.78 0.122
H -0.83 0.45 4.50 0.107
H 1.22 0.64 5.90 0.100
C 1.86 -7.03 -2.52 -0.032
O 2.48 -5.90 -1.83 -0.070
C 1.77 -4.75 -1.71 -0.241
C 2.31 -3.74 -0.85 0.021
C 1.57 -2.60 -0.63 -0.026
C 0.40 -2.32 -1.37 -0.210
C -0.02 -0.90 -1.50 0.009
C -0.91 -0.47 -2.62 -0.173
C -1.66 0.71 -2.46 -0.044
C -2.39 1.25 -3.52 -0.060
C -2.26 0.71 -4.82 -0.062
C -1.59 -0.52 -4.99 -0.067
C -1.02 -1.15 -3.89 -0.020
C -0.27 -3.44 -1.97 -0.029
C 0.43 -4.62 -2.20 0.007
H 2.51 -7.89 -2.29 0.104
H 0.86 -7.20 -2.12 0.084
H 1.81 -6.86 -3.59 0.099
H 3.31 -3.92 -0.45 0.128
H 1.92 -1.83 0.05 0.113
H 0.84 -0.15 -1.24 0.155
H -1.66 1.21 -1.49 0.092
H -3.05 2.10 -3.25 0.113
H -2.84 1.14 -5.63 0.109
H -1.57 -0.96 -6.01 0.124
H -0.56 -2.14 -4.00 0.103
H -1.27 -3.35 -2.36 0.115
H -0.03 -5.47 -2.74 0.109
```

Calculated values
- Calculated total energy: -36600.54349 eV
- Total charge: +1
- Frontier orbital gap: 8.282 eV
- Relative energy (zero: lowest compared OMol25 entry of this formula, charge and spin): 227.4 kJ/mol
- HOMO: -11.18 eV

---

Record 3
Here is a structure of composition C12H24F2N5O8PRbS2 from OMol25. Energies are from ωB97M-V/def2-TZVPD.

```
55
Properties=species:S:1:pos:R:3:lowdin_charge:R:1
Rb 9.00 -8.83 -21.52 0.907
N 8.52 -11.38 -22.58 -0.384
S 9.22 -12.31 -23.43 0.327
O 9.04 -12.26 -24.89 -0.289
O 9.51 -13.58 -22.88 -0.247
F 10.65 -11.53 -23.26 -0.227
S 7.04 -12.24 -22.71 0.613
O 6.82 -13.39 -21.83 -0.271
O 6.29 -12.22 -23.97 -0.268
F 6.17 -11.19 -21.85 -0.227
O 11.11 -7.16 -22.09 -0.630
H 11.41 -7.81 -22.75 -0.162
C 10.42 -6.84 -18.93 -0.069
C 10.56 -7.14 -17.55 -0.044
C 10.23 -6.14 -16.58 0.000
C 9.48 -5.00 -16.94 -0.139
C 9.35 -4.72 -18.28 -0.027
C 9.85 -5.57 -19.26 -0.046
N 8.82 -4.16 -15.88 -0.364
O 8.92 -4.54 -14.71 0.051
O 8.24 -3.19 -16.20 0.097
H 10.77 -7.39 -19.79 0.033
H 10.92 -8.11 -17.27 0.097
H 10.42 -6.23 -15.53 0.103
H 8.84 -3.79 -18.46 0.113
H 9.85 -5.29 -20.31 0.105
O 8.32 -6.29 -27.81 -0.311
P 8.79 -7.60 -27.29 0.587
N 7.49 -8.62 -26.89 -0.293
C 6.13 -8.07 -26.94 -0.122
C 7.66 -9.85 -26.14 -0.123
N 9.57 -7.37 -25.80 -0.275
C 9.07 -6.48 -24.76 -0.112
C 10.30 -8.44 -25.14 -0.130
N 9.78 -8.61 -28.28 -0.303
C 11.16 -8.25 -28.42 -0.148
C 9.12 -8.85 -29.62 -0.086
H 5.32 -8.73 -27.27 0.076
H 6.11 -7.26 -27.66 0.061
H 5.82 -7.59 -26.01 0.074
H 7.86 -9.73 -25.08 0.055
H 8.43 -10.47 -26.61 0.076
H 6.78 -10.48 -26.15 0.082
H 8.43 -6.99 -24.04 0.056
H 9.86 -6.09 -24.11 0.069
H 8.49 -5.62 -25.10 0.081
H 10.74 -9.13 -25.86 0.086
H 11.00 -7.98 -24.44 0.057
H 9.66 -8.95 -24.42 0.031
H 11.65 -7.93 -27.51 0.077
H 11.61 -9.14 -28.88 0.082
H 11.23 -7.46 -29.17 0.079
H 9.69 -9.60 -30.18 0.079
H 8.95 -7.94 -30.20 0.075
H 8.14 -9.23 -29.33 0.068
```

Calculated values
- Calculated total energy: -73711.16469 eV
- Total charge: -1
- Frontier orbital gap: 6.572 eV
- HOMO: -5.35 eV

---

Record 4
Here is a structure of composition C3H55O31P3 from OMol25. Energies are from ωB97M-V/def2-TZVPD.

```
92
Properties=species:S:1:pos:R:3:lowdin_charge:R:1
C 2.86 0.42 -0.04 -0.022
C 2.06 0.28 -1.40 -0.396
O 2.72 -0.73 -2.18 -0.037
C 2.08 1.61 -2.21 -0.170
O 1.03 1.72 -3.21 -0.173
P -0.49 1.67 -2.56 0.484
O -1.52 2.43 -3.37 -0.293
O -0.56 2.16 -0.96 -0.486
P -0.20 3.82 -0.76 0.890
O -1.46 4.57 0.07 -0.261
O 1.10 3.86 0.36 -0.280
O -0.98 0.03 -2.59 -0.402
P -1.78 -0.40 -1.11 0.908
O -1.28 -1.96 -0.63 -0.301
O -3.46 -0.31 -1.28 -0.258
H 3.90 0.73 -0.25 0.060
H 2.84 -0.61 0.41 0.064
H 2.37 1.16 0.65 0.077
H 1.04 -0.08 -1.13 0.094
H 2.89 -1.45 -1.56 0.084
H 2.13 2.49 -1.52 0.101
H 3.05 1.64 -2.78 0.152
H -1.64 4.05 0.88 0.040
H 1.26 2.95 0.67 0.021
H -1.20 -2.56 -1.39 0.068
H -3.90 -1.18 -1.23 0.011
O -5.25 -3.01 -1.84 -0.068
H -5.53 -3.65 -1.17 0.029
H -5.58 -3.38 -2.67 0.014
O -4.40 -4.20 -4.18 -0.059
H -4.72 -3.37 -4.55 0.042
H -3.57 -4.36 -4.64 0.040
O 5.91 1.02 -0.08 -0.083
H 6.24 1.84 -0.47 0.011
H 6.14 1.09 0.86 0.007
O 0.94 -1.86 1.26 -0.053
H 0.49 -2.62 0.87 0.000
H 0.32 -1.53 1.91 0.058
O -3.74 -3.47 -6.94 -0.047
H -4.10 -2.69 -7.36 0.048
H -4.02 -4.20 -7.51 0.048
O -2.81 -5.26 -1.50 -0.053
H -1.93 -5.49 -1.84 0.031
H -3.28 -4.93 -2.27 -0.004
O -0.06 -4.67 0.15 -0.045
H 0.80 -4.96 0.46 0.053
H -0.63 -4.73 0.93 0.040
O 3.22 -2.77 3.42 -0.055
H 4.02 -3.17 3.06 0.037
H 2.72 -2.51 2.63 0.015
O -8.05 -2.60 -2.99 -0.049
H -7.68 -2.06 -2.27 0.039
H -8.99 -2.60 -2.80 0.043
O 5.89 1.54 2.76 -0.051
H 5.57 0.71 3.15 0.025
H 5.28 2.20 3.09 0.028
O -9.11 -0.70 -5.06 -0.062
H -8.23 -0.93 -4.74 0.015
H -9.69 -0.96 -4.34 0.014
O 6.02 -1.76 3.61 -0.046
H 6.84 -2.06 4.02 0.046
H 5.37 -1.78 4.32 0.016
O 7.59 3.77 -0.65 -0.054
H 8.41 3.49 -1.07 0.042
H 7.42 4.65 -1.01 -0.001
O 3.35 -0.41 5.29 -0.067
H 2.88 -1.17 4.91 0.029
H 2.74 -0.07 5.96 0.003
O -2.84 -3.70 1.25 -0.057
H -3.66 -3.59 0.76 0.011
H -2.21 -3.16 0.77 -0.019
O -3.69 4.39 2.15 -0.076
H -4.25 4.60 2.91 0.010
H -3.97 5.03 1.48 0.039
O 2.16 0.12 7.84 -0.044
H 3.01 0.28 8.27 0.059
H 1.72 -0.50 8.42 0.055
O -6.34 -3.04 0.69 -0.049
H -6.16 -2.12 0.44 0.044
H -6.09 -3.08 1.62 0.053
O 7.57 6.67 -1.00 -0.048
H 7.90 7.49 -1.39 0.048
H 7.81 6.74 -0.07 0.053
O 3.44 2.32 4.63 -0.057
H 3.19 1.48 5.06 -0.007
H 2.86 2.97 5.04 0.037
O -3.64 4.09 4.84 -0.047
H -2.81 4.28 5.28 0.049
H -4.04 3.40 5.37 0.048
O -0.11 4.42 -5.50 -0.072
H 0.72 4.61 -5.06 0.023
H -0.53 3.75 -4.94 -0.006
```

Calculated values
- Calculated total energy: -95347.83435 eV
- Frontier orbital gap: 8.604 eV
- Relative energy (zero: lowest compared OMol25 entry of this formula, charge and spin): 211.7 kJ/mol
- HOMO: -8.70 eV

---

Record 5
Here is the molecule C2H2N4O2 from OMol25. Energies are from ωB97M-V/def2-TZVPD.

```
10
Properties=species:S:1:pos:R:3:lowdin_charge:R:1
C -2.57 0.01 -0.06 0.011
N -1.52 0.73 0.01 0.067
N -0.33 0.11 0.17 -0.084
O -0.25 -1.26 0.01 -0.023
N 1.13 -1.52 -0.03 0.085
N 1.78 -0.47 -0.05 0.130
C 0.93 0.67 0.02 -0.473
O 1.30 1.81 -0.04 0.125
H -3.50 0.53 -0.20 0.073
H -2.55 -1.10 -0.04 0.089
```

Calculated values
- Calculated total energy: -12157.03095 eV
- SMILES string: C=Nn1onnc1=O
- Frontier orbital gap: 9.433 eV
- Relative energy (zero: lowest compared OMol25 entry of this formula, charge and spin): 551.5 kJ/mol
- HOMO: -10.19 eV

---

Record 6
Here is the molecule C2H5N2O2P from OMol25. Energies are from ωB97M-V/def2-TZVPD.

```
12
Properties=species:S:1:pos:R:3:lowdin_charge:R:1
N 0.45 -1.46 1.61 -0.031
N 0.04 -1.06 0.29 -0.375
O -0.64 0.18 0.67 -0.217
C -1.05 0.76 -0.59 -0.154
C 0.22 0.75 -1.47 -0.556
O 0.45 1.28 -2.53 0.023
P 1.40 -0.42 -0.68 0.999
H -0.40 -1.75 2.05 0.063
H 1.07 -0.78 2.13 0.093
H -1.48 1.68 -0.50 0.095
H -1.77 0.24 -1.17 0.116
H 1.72 0.59 0.18 -0.058
```

Calculated values
- Calculated total energy: -18515.14578 eV
- SMILES string: NN1OCC(=O)P1
- Frontier orbital gap: 10.257 eV
- Relative energy (zero: lowest compared OMol25 entry of this formula, charge and spin): 396.4 kJ/mol
- HOMO: -9.60 eV

---

Record 7
Here is the molecule C20H20N4O6 from OMol25. Energies are from ωB97M-V/def2-TZVPD.

```
50
Properties=species:S:1:pos:R:3:lowdin_charge:R:1
C -0.31 -3.72 -0.15 -0.040
O 1.11 -3.69 -0.12 -0.059
C 1.77 -2.51 0.00 -0.125
C 3.02 -2.49 -0.66 -0.233
O 3.49 -3.62 -1.22 0.090
C 3.73 -1.32 -0.75 0.027
C 3.20 -0.14 -0.24 -0.007
C 2.00 -0.12 0.43 -0.087
C 1.40 1.21 0.86 -0.185
N 2.42 2.22 1.07 0.131
C 2.63 3.34 0.34 -0.553
O 3.57 4.08 0.54 0.064
N 1.69 3.61 -0.62 0.151
C 0.62 2.77 -0.92 -0.236
C -0.25 3.25 -2.04 -0.001
C 0.44 1.63 -0.24 -0.040
C -0.65 0.66 -0.58 -0.441
O -0.43 -0.39 -1.15 0.080
N -1.88 1.12 -0.24 0.152
C -3.11 0.43 -0.33 -0.178
C -3.30 -0.57 -1.27 -0.013
C -4.52 -1.22 -1.35 -0.083
C -5.55 -0.87 -0.50 -0.091
C -5.36 0.13 0.43 -0.051
C -4.14 0.80 0.54 -0.212
C -3.95 1.86 1.58 -0.040
C 1.31 -1.34 0.62 -0.053
N 0.23 -1.43 1.55 -0.301
O -0.51 -0.47 1.72 0.073
O 0.14 -2.46 2.19 0.092
H -0.57 -4.55 -0.80 0.102
H -0.71 -3.90 0.85 0.089
H -0.71 -2.79 -0.55 0.091
H 2.83 -4.32 -1.10 0.114
H 4.68 -1.32 -1.27 0.125
H 3.74 0.79 -0.39 0.120
H 0.84 1.09 1.80 0.146
H 3.12 2.02 1.76 0.162
H 1.83 4.44 -1.16 0.156
H -0.74 4.18 -1.76 0.092
H 0.35 3.44 -2.92 0.091
H -1.01 2.51 -2.28 0.080
H -1.90 1.94 0.35 0.135
H -2.50 -0.84 -1.93 0.103
H -4.66 -2.00 -2.09 0.102
H -6.51 -1.37 -0.56 0.100
H -6.16 0.41 1.10 0.109
H -4.84 1.95 2.20 0.079
H -3.76 2.83 1.12 0.085
H -3.11 1.61 2.23 0.085
```

Calculated values
- Calculated total energy: -39308.16052 eV
- SMILES string: COc1c(O)ccc([C@H]2NC(=O)NC(C)=C2C(=O)Nc2ccccc2C)c1[N+](=O)[O-]
- Frontier orbital gap: 8.068 eV
- Relative energy (zero: lowest compared OMol25 entry of this formula, charge and spin): 112.2 kJ/mol
- HOMO: -8.52 eV

---

Record 8
Here is the molecule C2H3NO2 from OMol25. Energies are from ωB97M-V/def2-TZVPD.

```
8
Properties=species:S:1:pos:R:3:lowdin_charge:R:1
C -0.11 1.30 1.21 0.014
N -0.08 0.84 -0.05 0.010
O -0.37 -0.52 -0.17 -0.109
C 0.04 -1.29 -1.22 -0.325
O 0.44 -0.87 -2.28 0.052
H 0.49 2.30 1.48 0.119
H -0.21 0.72 2.11 0.049
H -0.20 -2.49 -1.08 0.189
```

Calculated values
- Calculated total energy: -7704.25189 eV
- SMILES string: C=NOC=O
- Frontier orbital gap: 10.868 eV
- Relative energy (zero: lowest compared OMol25 entry of this formula, charge and spin): 346.5 kJ/mol
- HOMO: -10.71 eV

---

Record 9
Here is a structure of composition C15H17BrF5N6O3STaTe2 from OMol25. Energies are from ωB97M-V/def2-TZVPD.

```
51
Properties=species:S:1:pos:R:3:lowdin_charge:R:1
Ta 1.77 -0.44 1.12 1.529
C 0.70 1.43 -2.59 -0.017
C 0.19 0.65 -1.45 -0.247
N 1.00 -0.06 -0.71 -0.152
N 2.28 -0.47 -1.00 -0.186
C 2.57 -1.19 -2.11 -0.910
N 3.89 -1.51 -1.98 0.073
S 1.56 -1.82 -3.31 0.626
C -1.09 0.97 -0.89 -0.227
C -1.87 2.01 -1.44 0.019
C -3.09 2.33 -0.82 -0.072
C -3.53 1.54 0.14 -0.097
C -2.73 0.54 0.69 -0.187
N -1.52 0.26 0.19 0.098
H 1.27 0.70 -3.17 0.025
H -0.12 1.82 -3.19 0.074
H 1.40 2.20 -2.28 0.109
H 4.35 -1.05 -1.20 0.092
H 4.37 -1.97 -2.73 0.084
H -1.54 2.60 -2.32 0.120
H -3.63 3.27 -1.00 0.124
H -4.53 1.53 0.57 0.114
H -3.03 0.05 1.58 0.095
N 0.68 -4.54 2.15 0.027
N -0.08 -4.33 0.91 0.001
C 0.01 -3.13 0.24 -0.597
O -0.41 -2.84 -0.86 0.052
O 0.83 -2.24 0.93 -0.293
H 1.05 -3.61 2.39 0.061
H 1.55 -5.03 1.88 0.073
H -1.04 -4.64 0.97 0.129
F 1.04 -9.46 2.29 -0.524
Te -0.14 -8.43 1.36 1.950
F -1.61 -7.98 0.06 -0.576
F 1.05 -8.11 0.00 -0.432
F -0.57 -10.15 0.70 -0.443
F 2.83 -1.48 2.28 -0.445
O 0.80 0.50 2.23 -0.826
Te -0.70 2.23 2.67 1.448
C -0.75 3.94 1.40 -0.544
C -1.90 4.76 1.42 -0.151
C -1.79 5.97 0.71 -0.074
C -0.60 6.35 0.03 -0.050
C 0.50 5.46 -0.02 -0.081
C 0.40 4.29 0.64 -0.154
H -2.64 4.48 2.11 0.079
H -2.70 6.58 0.61 0.111
H -0.59 7.34 -0.44 0.109
H 1.37 5.60 -0.63 0.112
H 1.15 3.53 0.66 0.046
Br 3.59 1.58 1.19 -0.092
```

Calculated values
- Calculated total energy: -141518.43825 eV
- Frontier orbital gap (alpha / beta): 5.267 / 5.291 eV
- Relative energy (zero: lowest compared OMol25 entry of this formula, charge and spin): 155.5 kJ/mol
- HOMO (alpha / beta): -8.10 / -8.10 eV